[1]
Computed, not measured: a 15-piece molecular cluster, C41H121N9O15 overall in a non-equilibrium geometry, with ωB97M-V/def2-TZVPD.

Output
2S+1 = 1
energy relative to the best compared isomer or geometry (same formula, charge and spin) = 0.00 kcal/mol
LUMO = 0.41 eV
HOMO-LUMO gap = 9.368 eV
HOMO level = -8.9566 eV
largest force on an atom = 3.13 eV Å⁻¹
calculated total energy = -3255.7457 hartree

Geometry as XYZ:
```
186
C41H121N9O15, DFT ωB97M-V/def2-TZVPD
C -2.087 0.391 -4.577
O -2.843 1.427 -5.272
H -2.144 0.560 -3.493
H -2.519 -0.544 -4.840
H -0.978 0.548 -4.773
H -3.001 2.128 -4.624
C -2.308 -2.453 -1.677
O -1.321 -3.049 -0.865
H -3.058 -2.036 -0.975
H -1.867 -1.609 -2.283
H -2.758 -3.152 -2.388
H -0.616 -3.298 -1.494
C 3.496 3.361 3.242
O 2.676 2.282 2.788
H 4.506 3.333 2.732
H 2.957 4.296 3.130
H 3.700 3.143 4.260
H 3.149 1.865 2.038
C -0.211 -5.737 0.962
O 1.108 -5.246 0.841
H -0.542 -5.848 2.028
H -0.920 -5.116 0.425
H -0.217 -6.718 0.537
H 1.196 -4.372 1.229
C -5.177 2.945 3.570
O -4.553 1.682 3.709
H -4.505 3.760 3.539
H -5.712 3.047 2.648
H -5.900 3.128 4.370
H -3.817 1.631 3.060
O 1.974 -2.614 1.404
H 2.425 -2.631 2.234
H 1.340 -1.845 1.341
C 4.216 -0.726 4.660
C 4.703 -1.420 3.390
C 6.244 -1.560 3.325
O 6.635 -0.180 3.236
C 7.980 0.055 3.500
N 3.949 -2.707 3.212
H 4.926 0.147 4.768
H 4.231 -1.279 5.612
H 3.195 -0.272 4.549
H 4.376 -0.852 2.518
H 6.618 -2.146 2.495
H 6.566 -2.112 4.208
H 8.696 -0.154 2.577
H 8.261 -0.617 4.319
H 8.033 1.082 3.780
H 4.310 -3.273 2.461
H 4.069 -3.359 3.987
C -1.499 0.419 1.648
C -0.485 0.414 0.579
C -0.511 1.815 -0.097
O 0.178 1.717 -1.306
C -0.312 2.426 -2.389
N 0.815 0.145 1.210
H -1.229 -0.359 2.348
H -2.440 0.268 1.109
H -1.548 1.399 2.194
H -0.587 -0.353 -0.177
H -0.033 2.554 0.595
H -1.525 2.134 -0.375
H 0.071 3.464 -2.434
H -1.401 2.396 -2.371
H -0.031 1.842 -3.306
H 0.888 0.606 2.131
H 1.605 0.373 0.636
C 0.037 5.722 -4.644
C -0.630 4.537 -5.522
C -2.104 4.790 -5.827
O -2.845 4.635 -4.639
C -4.154 5.345 -4.663
N 0.173 4.379 -6.745
H 1.047 5.389 -4.358
H -0.456 6.004 -3.704
H 0.076 6.688 -5.237
H -0.618 3.553 -5.008
H -2.494 4.098 -6.592
H -2.178 5.792 -6.227
H -4.563 5.381 -3.665
H -4.906 4.770 -5.253
H -4.173 6.388 -5.065
H 0.364 5.301 -7.082
H -0.420 3.982 -7.463
C 4.726 -0.780 -0.830
C 5.777 0.322 -0.656
C 5.339 1.177 0.464
O 3.998 1.592 0.330
C 3.693 2.599 -0.636
N 7.064 -0.277 -0.381
H 3.814 -0.558 -1.398
H 4.284 -1.138 0.086
H 5.143 -1.674 -1.432
H 5.755 0.933 -1.603
H 6.023 2.027 0.542
H 5.241 0.693 1.415
H 3.940 2.305 -1.605
H 4.032 3.606 -0.330
H 2.639 2.762 -0.660
H 7.319 -0.819 -1.199
H 7.764 0.417 -0.253
C -1.096 1.833 5.061
C -0.498 1.786 6.525
C 0.887 1.148 6.522
O 1.506 1.382 7.745
C 2.844 1.135 7.887
N -0.432 3.140 7.099
H -1.932 2.505 5.155
H -1.365 0.827 4.705
H -0.425 2.280 4.430
H -1.195 1.141 7.028
H 1.511 1.454 5.676
H 0.730 0.006 6.331
H 3.059 0.083 8.041
H 3.277 1.667 8.746
H 3.418 1.527 7.027
H -1.179 3.175 7.810
H 0.436 3.342 7.589
C -5.124 -7.662 8.816
C -6.049 -6.815 7.929
C -5.364 -6.706 6.561
O -4.092 -6.184 6.699
C -3.307 -6.100 5.512
N -7.444 -7.182 7.963
H -5.627 -7.857 9.754
H -4.184 -7.129 9.028
H -4.917 -8.609 8.255
H -5.952 -5.835 8.412
H -5.895 -5.951 5.976
H -5.371 -7.663 6.079
H -3.070 -7.108 5.133
H -2.346 -5.641 5.740
H -3.840 -5.503 4.746
H -7.719 -8.142 7.698
H -8.072 -6.570 7.457
C 4.971 -0.090 -5.629
C 3.549 -0.627 -6.113
C 2.649 0.447 -6.587
O 1.328 -0.059 -6.753
C 0.399 0.929 -7.076
N 3.982 -1.516 -7.201
H 5.479 -0.993 -5.364
H 4.932 0.646 -4.801
H 5.485 0.341 -6.460
H 3.096 -1.232 -5.252
H 3.012 0.759 -7.578
H 2.448 1.319 -5.940
H 0.499 1.870 -6.472
H -0.665 0.518 -6.944
H 0.473 1.240 -8.117
H 3.123 -1.931 -7.580
H 4.600 -1.116 -7.914
C -1.086 -4.465 -4.499
C -0.451 -3.131 -4.756
C 0.975 -2.982 -4.222
O 1.001 -3.051 -2.805
C 2.245 -2.527 -2.306
N -0.334 -2.849 -6.211
H -0.540 -5.227 -4.958
H -2.137 -4.502 -4.903
H -1.035 -4.714 -3.441
H -0.998 -2.348 -4.202
H 1.347 -1.982 -4.527
H 1.732 -3.708 -4.675
H 1.950 -1.793 -1.564
H 2.869 -2.161 -3.129
H 2.776 -3.303 -1.807
H -1.230 -2.757 -6.674
H 0.281 -2.052 -6.424
C -7.195 3.809 -2.769
C -6.048 2.803 -2.502
C -5.392 2.968 -1.094
O -4.742 4.291 -1.132
C -3.983 4.571 0.003
N -6.673 1.481 -2.462
H -7.642 3.794 -3.746
H -6.770 4.783 -2.669
H -7.946 3.707 -2.021
H -5.320 2.876 -3.299
H -4.626 2.226 -0.983
H -6.136 2.898 -0.282
H -3.392 5.436 -0.266
H -3.248 3.788 0.136
H -4.574 4.727 0.925
H -6.007 0.701 -2.465
H -7.356 1.331 -3.196
```

***

[2]
Computed, not measured: C41H25AsClF12O2PPd as an isolated structure in a non-equilibrium geometry, with ωB97M-V/def2-TZVPD.

Output
2S+1 = 1
energy relative to the best compared isomer or geometry (same formula, charge and spin) = 16.21 kcal/mol
LUMO (spin up / spin down) = -1.30 / -1.30 eV
HOMO-LUMO gap (spin up / spin down) = 7.206 / 7.205 eV
HOMO level (spin up / spin down) = -8.5006 / -8.5000 eV
largest force on an atom = 3.21 eV Å⁻¹
calculated total energy = -6091.6425 hartree

Geometry as XYZ:
```
84
C41H25AsClF12O2PPd, DFT ωB97M-V/def2-TZVPD
Pd 1.353 -0.586 1.133
C -4.232 -2.999 0.225
C -3.586 -2.494 1.339
C -2.208 -2.344 1.343
C -1.475 -2.715 0.223
C -2.122 -3.211 -0.906
C -3.501 -3.351 -0.899
As 0.453 -2.613 0.267
C 0.983 -3.101 -1.499
C 0.909 -2.332 -2.646
C 1.355 -2.877 -3.841
C 1.878 -4.167 -3.867
C 1.965 -4.924 -2.715
C 1.516 -4.394 -1.510
C 1.557 -5.072 -0.197
C 2.049 -6.349 0.042
C 2.028 -6.857 1.329
C 1.524 -6.107 2.389
C 1.033 -4.827 2.168
C 1.049 -4.330 0.877
H -5.304 -3.108 0.227
H -4.155 -2.212 2.211
H -1.715 -1.938 2.216
H -1.556 -3.511 -1.779
H -4.003 -3.741 -1.769
H 0.516 -1.320 -2.615
H 1.303 -2.296 -4.749
H 2.232 -4.581 -4.798
H 2.387 -5.917 -2.756
H 2.451 -6.944 -0.764
H 2.412 -7.847 1.512
H 1.518 -6.517 3.386
H 0.647 -4.236 2.991
Cl 3.229 -1.110 -0.042
F -1.487 -0.362 4.853
C -0.467 0.498 4.703
F 0.169 0.564 5.869
F -1.017 1.719 4.481
C 0.465 0.119 3.518
O -0.158 -0.251 2.480
O 1.637 0.254 3.608
F 1.848 7.594 3.134
C 1.414 6.528 3.839
F 2.297 6.337 4.833
F 0.253 6.902 4.413
C 1.239 5.310 2.961
C 2.048 4.196 3.110
C 1.872 3.103 2.272
C 0.888 3.122 1.295
C 0.071 4.251 1.156
C 0.245 5.338 1.984
P 0.743 1.666 0.216
C -1.051 1.465 -0.028
C -1.530 0.961 -1.235
C -2.883 0.722 -1.412
C -3.766 0.997 -0.379
C -3.297 1.466 0.843
C -1.945 1.684 1.025
C -5.254 0.872 -0.595
F -5.824 2.080 -0.816
F -5.890 0.349 0.475
F -5.571 0.100 -1.646
C 1.271 2.221 -1.436
C 0.483 3.092 -2.193
C 0.923 3.540 -3.420
C 2.161 3.123 -3.906
C 2.948 2.259 -3.168
C 2.501 1.804 -1.932
C 2.599 3.605 -5.271
F 2.433 4.935 -5.415
F 1.881 3.026 -6.259
F 3.890 3.342 -5.532
H 2.807 4.173 3.875
H 2.494 2.218 2.401
H -0.713 4.272 0.418
H -0.389 6.206 1.883
H -0.849 0.780 -2.057
H -3.250 0.353 -2.356
H -3.988 1.664 1.649
H -1.594 2.055 1.972
H -0.482 3.411 -1.829
H 0.314 4.215 -4.002
H 3.904 1.934 -3.548
H 3.116 1.113 -1.358
```

***

[3]
Computed, not measured: C41H25BrN6O3SSr as an isolated structure in a non-equilibrium geometry, with ωB97M-V/def2-TZVPD.

Output
2S+1 = 1
LUMO = -1.19 eV
HOMO-LUMO gap = 5.926 eV
HOMO level = -7.1116 eV
largest force on an atom = 1.95 eV Å⁻¹
calculated total energy = -5134.6293 hartree

Geometry as XYZ:
```
78
C41H25BrN6O3SSr, DFT ωB97M-V/def2-TZVPD
Sr 0.250 -0.399 -0.104
Br 3.862 -0.937 -6.652
C 3.137 -1.212 -4.922
C 3.985 -1.530 -3.854
C 3.476 -1.732 -2.597
C 2.093 -1.589 -2.312
O 1.645 -1.763 -1.109
C 1.247 -1.285 -3.422
C -0.204 -1.159 -3.330
N -0.862 -0.961 -2.251
C -2.272 -0.846 -2.242
C -3.030 -0.417 -3.293
C -4.438 -0.315 -3.197
C -5.083 -0.653 -2.049
C -4.332 -1.084 -0.924
C -4.947 -1.464 0.291
C -4.187 -1.868 1.342
C -2.786 -1.851 1.192
N -2.165 -1.506 0.091
C -2.929 -1.149 -0.999
C 1.791 -1.118 -4.708
H 5.049 -1.625 -4.033
H 4.125 -1.989 -1.769
H -0.742 -1.303 -4.275
H -2.542 -0.125 -4.214
H -5.001 0.035 -4.053
H -6.162 -0.587 -1.973
H -6.028 -1.428 0.367
H -4.626 -2.170 2.284
H -2.154 -2.114 2.036
H 1.126 -0.893 -5.535
S -2.227 3.967 -1.239
C -3.232 3.306 -0.001
C -4.472 3.742 0.460
C -5.067 3.048 1.499
C -4.426 1.944 2.076
C -3.197 1.516 1.610
C -2.598 2.194 0.550
N -1.372 1.856 -0.024
C -1.027 2.721 -0.943
C 0.268 2.731 -1.679
C 0.513 3.806 -2.548
C 1.724 3.886 -3.205
C 2.678 2.894 -2.973
C 2.395 1.842 -2.113
C 1.169 1.670 -1.422
H -4.958 4.605 0.022
H -6.030 3.368 1.877
H -4.896 1.423 2.900
H -2.691 0.674 2.065
H -0.220 4.590 -2.713
H 1.927 4.708 -3.880
H 3.638 2.949 -3.477
H 3.180 1.096 -1.991
O 4.794 0.443 6.081
N 4.691 -0.711 5.725
O 5.258 -1.649 6.234
C 3.694 -1.015 4.638
C 3.299 -2.286 4.580
C 2.309 -2.698 3.623
C 1.888 -4.034 3.520
C 0.954 -4.371 2.582
C 0.441 -3.352 1.767
N 0.803 -2.090 1.856
C 1.750 -1.755 2.771
C 2.210 -0.365 2.832
N 1.661 0.498 1.941
C 2.089 1.741 1.912
C 3.096 2.208 2.768
C 3.645 1.358 3.683
C 3.197 0.018 3.749
H 3.723 -3.006 5.266
H 2.315 -4.781 4.179
H 0.613 -5.389 2.457
H -0.292 -3.583 0.999
H 1.633 2.383 1.165
H 3.435 3.232 2.693
H 4.417 1.705 4.348
```

***

[4]
Computed, not measured: C41H28BrF5IrN3O6S2 as an isolated structure in a non-equilibrium geometry, with ωB97M-V/def2-TZVPD.

Output
2S+1 = 5
energy relative to the best compared isomer or geometry (same formula, charge and spin) = 8.02 kcal/mol
LUMO (spin up / spin down) = 0.11 / -2.19 eV
HOMO-LUMO gap (spin up / spin down) = 6.889 / 5.395 eV
HOMO level (spin up / spin down) = -6.7768 / -7.5843 eV
largest force on an atom = 2.64 eV Å⁻¹
calculated total energy = -6168.7244 hartree

Geometry as XYZ:
```
87
C41H28BrF5IrN3O6S2, DFT ωB97M-V/def2-TZVPD
Ir -0.610 0.570 -0.126
O -0.778 1.780 -4.123
C -1.108 0.612 -4.658
C -0.703 0.364 -5.977
C -1.038 -0.810 -6.608
C -1.778 -1.774 -5.935
C -2.202 -1.538 -4.637
C -1.876 -0.359 -3.988
C -2.382 -0.075 -2.566
O -1.852 1.025 -2.010
N -2.237 -1.269 -1.726
N -1.709 -1.080 -0.493
C -1.398 -2.201 0.187
C -0.859 -2.292 1.438
Br -0.318 -0.705 2.400
C -0.703 -3.494 2.188
C -1.598 -4.571 2.175
C -1.259 -5.780 2.836
C -2.099 -6.865 2.804
C -3.325 -6.788 2.147
C -3.707 -5.595 1.538
C -2.872 -4.505 1.552
H -1.105 1.784 -3.178
H -0.152 1.145 -6.477
H -0.728 -0.970 -7.631
H -2.023 -2.705 -6.425
H -2.805 -2.284 -4.139
H -3.488 0.070 -2.662
H -1.835 -2.078 -2.210
H -1.550 -3.145 -0.332
H 0.130 -3.527 2.879
H -0.311 -5.846 3.349
H -1.809 -7.780 3.301
H -3.982 -7.644 2.124
H -4.673 -5.523 1.060
H -3.196 -3.568 1.128
O 0.038 -2.539 -2.258
S 1.097 -1.551 -2.236
O 1.209 -0.733 -3.403
N 1.015 -0.639 -0.862
C 2.039 -0.886 -0.047
O 2.244 -0.305 1.016
C 2.926 -1.972 -0.528
C 3.951 -2.553 0.200
C 4.655 -3.588 -0.393
C 4.326 -4.029 -1.667
C 3.279 -3.457 -2.384
C 2.595 -2.422 -1.790
H 4.160 -2.213 1.202
H 5.462 -4.063 0.147
H 4.880 -4.844 -2.105
H 3.005 -3.818 -3.363
F -1.325 3.703 -0.165
C -2.213 3.064 0.611
C -2.142 1.679 0.757
C -3.163 1.135 1.537
F -3.247 -0.201 1.707
C -4.143 1.892 2.170
F -5.076 1.291 2.923
C -4.146 3.273 2.028
F -5.072 4.022 2.637
C -3.169 3.859 1.233
F -3.142 5.190 1.064
O 0.809 2.101 0.243
S 1.794 2.121 1.378
C 3.051 3.282 0.776
C 4.099 3.620 1.619
C 5.087 4.477 1.164
C 5.027 4.977 -0.127
C 3.972 4.639 -0.957
C 2.978 3.784 -0.509
C 1.078 3.299 2.560
C 0.530 4.505 2.170
C 0.001 5.346 3.134
C 0.033 4.980 4.471
C 0.576 3.764 4.853
C 1.099 2.918 3.890
H 4.132 3.220 2.621
H 5.907 4.751 1.813
H 5.801 5.642 -0.479
H 3.927 5.038 -1.958
H 2.146 3.504 -1.137
H 0.523 4.772 1.126
H -0.427 6.293 2.844
H -0.369 5.646 5.219
H 0.592 3.482 5.895
H 1.526 1.964 4.153
```